[1]
Computed, not measured: a molecular structure, C37H24BrClIN4O6Ti, with ωB97M-V with the def2-TZVPD basis set.

Energy relative to the best compared isomer or geometry (same formula, charge and spin) ... 50.8 kcal per mole
LUMO level (alpha / beta) ... 1.947 / 0.429 eV
HOMO-LUMO gap (alpha / beta) ... 5.13 / 5.89 eV
⟨S²⟩ ... 2.06
Spin multiplicity ... 3
Charge ... -1

Each line ends with the Mulliken spin population.
Atoms and positions in Å:
1 Ti -0.9604 -0.4198 0.4196  0.1492
2 O 2.5302 -6.3910 -0.8573  0.0044
3 C 2.7387 -5.7006 0.1561  0.0024
4 O 3.6232 -5.7770 1.0286  -0.0005
5 C 1.7396 -4.5273 0.3582  0.0290
6 C 1.8900 -3.6573 1.4513  0.0009
7 C 0.9852 -2.6280 1.5966  0.0247
8 N -0.0082 -2.4430 0.7244  0.1007
9 C -0.2114 -3.2970 -0.2839  0.1084
10 C 0.6746 -4.3533 -0.5046  0.0095
11 C -1.4417 -2.9900 -1.0017  0.1543
12 C -1.9518 -3.7520 -2.0511  -0.1114
13 C -3.2036 -3.4990 -2.5593  0.2115
14 C -3.9741 -2.4879 -1.9445  -0.0245
15 C -3.4213 -1.7530 -0.9357  0.1087
16 N -2.1493 -1.9234 -0.4795  0.0707
17 C 0.8960 -1.6751 2.7188  0.0158
18 C 1.6967 -1.7387 3.8505  -0.0002
19 C 1.4565 -0.8550 4.8880  0.0092
20 C 0.4120 0.0503 4.7740  0.0009
21 C -0.3251 0.0628 3.6016  0.0102
22 N -0.0778 -0.7585 2.5843  0.0060
23 H 2.7077 -3.8439 2.1323  -0.0018
24 H 0.5659 -5.0660 -1.3107  -0.0002
25 H -1.3418 -4.5565 -2.4410  0.0018
26 H -3.6019 -4.0833 -3.3772  0.0181
27 H -4.9884 -2.2824 -2.2573  -0.0032
28 H -3.9913 -0.9801 -0.4350  0.0059
29 H 2.4831 -2.4775 3.9041  -0.0003
30 H 2.0660 -0.8850 5.7820  0.0009
31 H 0.1761 0.7481 5.5650  -0.0001
32 H -1.1480 0.7465 3.4457  -0.0006
33 O -2.2257 4.6581 -1.0874  0.0094
34 Cl -1.7310 3.3182 -1.2398  0.0044
35 O -3.0355 2.6419 -2.0704  0.0375
36 O -1.8670 0.8341 1.0584  -0.0051
37 O -0.6517 3.2342 -2.1842  0.0070
38 C 3.4878 0.3906 0.2088  0.0289
39 C 3.6992 0.1244 -1.1398  -0.0085
40 C 2.6141 -0.0947 -1.9661  0.0242
41 C 1.3197 -0.0591 -1.4385  0.0711
42 C 1.0783 0.1499 -0.0678  -0.0024
43 C 2.2012 0.3931 0.7267  0.0034
44 C 0.1336 -0.1440 -2.3074  0.0702
45 C 0.1574 -0.5125 -3.6594  -0.0525
46 C -0.9946 -0.4515 -4.4003  0.0890
47 C -2.1694 0.0643 -3.8237  -0.0833
48 C -3.4122 0.1429 -4.5126  0.4741
49 C -4.5799 0.5349 -3.8422  -0.0969
50 C -4.5463 0.9770 -2.5550  0.3657
51 C -3.2449 1.1969 -1.8614  0.0687
52 C -2.1066 0.4318 -2.4754  0.0638
53 N -1.0203 0.2315 -1.7174  0.0367
54 H 4.3348 0.5840 0.8573  0.0011
55 H 4.7040 0.0996 -1.5419  0.0001
56 H 2.7828 -0.2678 -3.0220  0.0013
57 H 2.0767 0.5970 1.7859  -0.0004
58 H 1.0742 -0.8747 -4.0994  0.0001
59 H -1.0048 -0.7818 -5.4322  -0.0049
60 H -3.4554 -0.1698 -5.5477  0.0054
61 H -5.5281 0.4755 -4.3621  0.0026
62 H -5.4448 1.2911 -2.0420  -0.0085
63 H -3.2765 1.0289 -0.7835  -0.0043
64 Br 0.2205 4.4107 5.3029  0.0001
65 C 1.4200 4.9319 3.9305  0.0000
66 C 2.4352 5.8146 4.2732  0.0000
67 C 3.3461 6.2244 3.3156  0.0000
68 C 3.2434 5.7480 2.0173  -0.0002
69 C 2.2299 4.8660 1.6812  0.0000
70 C 1.2997 4.4490 2.6315  -0.0002
71 I -0.1570 3.0801 2.0332  0.0018
72 H 2.5045 6.1710 5.2917  0.0000
73 H 4.1361 6.9120 3.5880  0.0000
74 H 3.9541 6.0588 1.2628  0.0000
75 H 2.1528 4.4832 0.6721  0.0003

***

[2]
Computed, not measured: a molecular structure, C37H25AsBr4FN2O2Pt at a distorted geometry, with ωB97M-V with the def2-TZVPD basis set.

Energy relative to the best compared isomer or geometry (same formula, charge and spin) ... 21.9 kcal per mole
LUMO level ... 1.452 eV
HOMO-LUMO gap ... 5.44 eV
Charge ... -1

Each line ends with the Mulliken charge.
Atoms and positions in Å:
1 Pt -1.4273 0.9532 -0.1112  1.4104
2 Br -4.3079 -4.4172 3.6686  -0.2006
3 C -3.4175 -2.8448 3.0996  0.2041
4 C -3.0937 -1.8522 4.0029  0.2595
5 Br -3.5034 -2.0310 5.8439  -0.2042
6 C -2.4324 -0.6973 3.5367  0.0834
7 Br -1.9771 0.7258 4.7115  -0.2089
8 C -2.0644 -0.5275 2.2135  -0.3832
9 O -1.3863 0.5680 1.8432  -0.7015
10 C -2.3598 -1.5799 1.2644  -0.2316
11 O -1.9343 -1.4759 0.0514  -0.6230
12 C -3.0680 -2.6889 1.7477  0.1479
13 Br -3.4072 -4.0465 0.4661  -0.1959
14 F 1.0200 6.5923 0.9665  -0.3676
15 C 0.0965 5.6033 0.8137  0.4781
16 C -0.1444 4.7387 1.8626  -0.7856
17 C -1.0905 3.7376 1.7085  -0.0763
18 C -1.7952 3.5796 0.5078  0.2199
19 C -2.7594 2.4527 0.3284  -1.4274
20 C -1.5324 4.4923 -0.5152  -0.2929
21 C -0.5825 5.5024 -0.3765  -0.7170
22 H 0.4104 4.8492 2.7862  0.4485
23 H -1.2721 3.0315 2.5116  0.2996
24 H -3.4797 2.6349 -0.4693  0.5395
25 H -3.2443 2.1510 1.2539  0.6090
26 H -2.0833 4.4076 -1.4483  0.3644
27 H -0.3773 6.2058 -1.1743  0.4273
28 C 5.3604 0.9896 -0.2384  -0.4406
29 C 5.0397 0.0187 0.7013  -0.7405
30 C 3.7251 -0.4107 0.8497  -0.3957
31 C 2.7181 0.1303 0.0566  0.2823
32 C 3.0477 1.1130 -0.8744  -0.3376
33 C 4.3591 1.5395 -1.0278  -0.6692
34 As 0.8496 -0.4695 0.0551  0.8633
35 C 0.8108 -1.5554 1.6617  0.2035
36 C 1.1289 -0.9625 2.8814  -0.4996
37 C 0.9875 -1.6743 4.0629  -0.9751
38 C 0.5135 -2.9806 4.0343  -0.5105
39 C 0.1902 -3.5720 2.8220  -0.5862
40 C 0.3389 -2.8622 1.6367  -0.2421
41 C 1.0701 -1.8624 -1.3049  -0.1624
42 C 0.2001 -1.8710 -2.3836  0.2958
43 C 0.3377 -2.8053 -3.4039  -0.8183
44 C 1.3504 -3.7503 -3.3424  -0.4585
45 C 2.2178 -3.7611 -2.2549  -0.8066
46 C 2.0802 -2.8198 -1.2447  0.0163
47 H 6.3854 1.3202 -0.3521  0.3634
48 H 5.8156 -0.4115 1.3230  0.3886
49 H 3.4901 -1.1675 1.5876  0.3221
50 H 2.2678 1.5532 -1.4870  0.2834
51 H 4.5972 2.3020 -1.7592  0.4083
52 H 1.4464 0.0733 2.9152  0.4344
53 H 1.2123 -1.1970 5.0087  0.3747
54 H 0.3713 -3.5261 4.9594  0.4017
55 H -0.2161 -4.5758 2.7951  0.4151
56 H 0.0364 -3.3115 0.7001  0.3337
57 H -0.6144 -1.1640 -2.4022  0.2392
58 H -0.3530 -2.7998 -4.2396  0.4131
59 H 1.4629 -4.4815 -4.1335  0.3654
60 H 2.9994 -4.5085 -2.1930  0.3912
61 H 2.7625 -2.8326 -0.4029  0.3755
62 N 1.1435 2.5808 -5.7063  -0.5267
63 C 0.3353 2.0918 -5.0540  -0.1229
64 C -0.6989 1.4755 -4.2477  0.1543
65 C -1.5962 0.5817 -4.8050  -0.3878
66 C -2.5657 0.0263 -3.9962  -0.7785
67 C -2.6059 0.3751 -2.6556  -0.2846
68 N -1.7318 1.2304 -2.1153  0.2865
69 C -0.7927 1.7802 -2.8938  0.0752
70 H -1.5345 0.3388 -5.8581  0.4949
71 H -3.2758 -0.6918 -4.3802  0.4688
72 H -3.3312 -0.0432 -1.9698  0.4316
73 H -0.1227 2.4825 -2.4182  0.5849